1.
This record from the Open Molecules 2025 dataset describes 14 unconnected molecules or ions with the total composition C42H84O42 in a non-equilibrium geometry. The level of theory is ωB97M-V/def2-TZVPD.

The geometry in XYZ format:
```
168
Properties=species:S:1:pos:R:3:lowdin_charge:R:1
O -21.425 -19.076 6.306 -0.01
O -13.376 -16.595 -5.536 0.06
O -15.158 -15.914 -4.639 -0.03
O -18.003 -22.038 2.737 -0.01
O -16.808 -22.586 4.471 0.02
O -21.339 -12.468 -11.448 0.10
O -27.952 -12.210 -11.075 0.11
O -20.406 -18.546 8.058 -0.02
O -20.782 -17.875 -3.621 0.12
O -14.082 -22.126 -9.403 0.01
O -15.664 -13.001 -10.775 -0.04
O -15.436 -20.474 -10.166 0.08
O -13.262 -16.465 -3.320 0.07
O -27.059 -13.745 -9.533 -0.04
O -15.351 -10.961 -11.617 -0.01
O -28.133 -16.989 2.679 0.01
O -28.107 -11.914 -8.808 -0.03
O -16.409 -23.669 2.517 0.10
O -27.524 -16.201 4.568 0.01
O -25.793 -23.067 2.273 0.07
O -28.787 -21.030 -5.734 0.11
O -26.181 -12.942 -3.968 0.00
O -29.530 -20.493 -3.597 -0.04
O -18.159 -7.917 -7.442 -0.04
O -21.522 -16.842 7.004 0.10
O -14.029 -11.682 -9.846 0.11
O -21.629 -19.145 -11.136 -0.07
O -26.596 -15.413 2.637 0.12
O -27.220 -24.728 1.613 0.01
O -23.549 -18.753 -12.426 0.07
O -20.041 -9.050 -7.115 -0.01
O -23.482 -20.259 -10.695 0.02
O -22.169 -16.328 -2.794 0.01
O -22.305 -10.704 -12.480 -0.02
O -20.997 -11.896 -13.708 -0.01
O -26.019 -23.916 0.096 0.00
O -20.262 -6.944 -7.728 0.11
O -15.727 -21.459 -8.119 0.01
O -28.131 -13.969 -3.930 -0.01
O -21.619 -16.251 -4.934 -0.03
O -27.852 -19.366 -4.526 0.00
O -28.091 -11.655 -3.732 0.04
C -29.536 -13.882 -4.065 -0.05
C -21.030 -16.678 -6.139 -0.05
C -25.267 -11.863 -4.117 -0.03
C -21.491 -11.768 -12.443 -0.53
C -19.515 -7.859 -7.390 -0.57
C -30.727 -21.279 -3.787 -0.06
C -20.811 -18.213 -11.910 -0.05
C -20.307 -13.044 -14.067 -0.07
C -17.424 -6.958 -8.180 -0.04
C -14.798 -9.707 -11.771 -0.08
C -15.065 -21.257 -9.269 -0.55
C -27.400 -16.079 3.247 -0.64
C -22.241 -18.946 5.144 -0.02
C -29.118 -10.863 -8.849 -0.02
C -27.739 -12.588 -9.936 -0.50
C -20.082 -17.724 9.174 -0.06
C -28.081 -17.259 1.297 -0.04
C -26.962 -18.953 -5.498 -0.05
C -14.950 -11.827 -10.633 -0.50
C -26.837 -15.165 5.342 -0.02
C -25.040 -23.023 -0.516 -0.03
C -22.269 -16.943 -1.560 -0.06
C -15.145 -14.233 -10.312 -0.05
C -13.865 -16.363 -4.426 -0.60
C -15.884 -15.381 -3.559 -0.06
C -27.924 -24.692 2.888 -0.01
C -27.496 -12.780 -3.923 -0.52
C -28.663 -20.388 -4.708 -0.54
C -22.990 -19.436 -11.523 -0.52
C -24.712 -20.902 -10.951 -0.02
C -23.190 -10.363 -11.459 -0.05
C -16.844 -20.726 -7.785 -0.08
C -19.295 -10.315 -6.952 0.00
C -15.818 -23.292 5.170 -0.05
C -21.437 -16.868 -3.741 -0.59
C -26.298 -23.832 1.416 -0.59
C -17.068 -22.908 3.225 -0.55
C -13.367 -22.122 -10.569 -0.07
C -26.494 -14.515 -10.519 -0.09
C -18.284 -21.978 1.363 -0.07
C -21.169 -18.019 7.066 -0.57
C -11.997 -16.931 -5.573 -0.02
H -19.819 -12.798 -15.010 0.10
H -24.831 -21.037 -12.026 0.10
H -28.590 -9.911 -8.899 0.09
H -22.181 -19.954 4.736 0.10
H -25.169 -22.787 -1.573 0.09
H -11.681 -17.250 -6.567 0.09
H -28.552 -25.582 2.879 0.09
H -29.768 -13.198 -4.881 0.09
H -17.979 -6.723 -9.088 0.09
H -28.523 -23.791 3.019 0.10
H -19.556 -13.446 -13.386 0.10
H -16.172 -24.226 5.604 0.10
H -16.086 -16.222 -2.896 0.10
H -14.022 -9.429 -11.058 0.09
H -24.362 -12.163 -3.589 0.09
H -11.339 -16.078 -5.406 0.11
H -22.925 -16.326 -0.946 0.10
H -17.531 -6.070 -7.558 0.10
H -14.616 -14.752 -11.111 0.09
H -15.336 -14.619 -3.004 0.10
H -18.971 -10.825 -7.859 0.09
H -14.330 -9.689 -12.756 0.10
H -18.247 -22.986 0.950 0.09
H -19.328 -18.269 9.742 0.09
H -26.580 -19.866 -5.956 0.10
H -27.408 -14.258 5.145 0.09
H -23.236 -18.613 5.439 0.10
H -19.965 -16.482 -6.017 0.10
H -15.448 -22.687 5.998 0.10
H -17.770 -21.367 0.622 0.09
H -25.779 -14.981 5.151 0.09
H -21.303 -17.002 -1.059 0.10
H -18.575 -10.067 -6.172 0.09
H -26.892 -14.230 -11.493 0.09
H -17.435 -20.781 -6.871 0.10
H -21.291 -17.713 -6.362 0.10
H -15.578 -8.947 -11.722 0.09
H -29.940 -13.455 -3.147 0.10
H -19.794 -18.450 -11.594 0.08
H -11.709 -17.774 -4.944 0.10
H -26.960 -15.403 6.399 0.09
H -12.662 -21.296 -10.473 0.10
H -16.803 -14.972 -3.980 0.09
H -16.540 -19.679 -7.767 0.09
H -25.552 -20.236 -10.758 0.10
H -20.811 -18.292 -12.997 0.09
H -26.127 -18.343 -5.152 0.10
H -19.997 -11.065 -6.588 0.08
H -27.499 -18.303 -6.188 0.10
H -24.940 -11.792 -5.154 0.10
H -28.523 -18.255 1.277 0.10
H -16.045 -14.825 -10.144 0.09
H -14.969 -23.612 4.566 0.10
H -22.668 -17.955 -1.621 0.10
H -14.538 -14.091 -9.417 0.09
H -19.630 -16.764 8.923 0.09
H -26.753 -15.532 -10.227 0.10
H -24.128 -9.975 -11.856 0.09
H -31.277 -21.251 -2.846 0.09
H -22.762 -9.549 -10.875 0.10
H -12.844 -23.074 -10.671 0.10
H -20.936 -17.498 9.813 0.09
H -16.394 -7.137 -8.490 0.09
H -24.674 -21.804 -10.341 0.11
H -29.887 -14.890 -4.285 0.10
H -27.210 -24.811 3.704 0.09
H -21.078 -13.791 -14.254 0.10
H -24.048 -23.427 -0.314 0.09
H -21.823 -18.175 4.497 0.10
H -25.566 -10.902 -3.698 0.10
H -25.430 -14.280 -10.506 0.10
H -21.053 -17.212 -11.552 0.09
H -31.374 -20.880 -4.567 0.09
H -13.999 -21.985 -11.446 0.10
H -21.407 -16.015 -6.918 0.09
H -17.514 -20.756 -8.643 0.10
H -30.514 -22.333 -3.968 0.09
H -28.746 -16.598 0.741 0.09
H -29.565 -10.876 -7.855 0.09
H -27.153 -17.238 0.726 0.10
H -29.775 -10.885 -9.719 0.09
H -19.301 -21.587 1.370 0.09
H -23.366 -11.303 -10.936 0.09
H -24.943 -22.019 -0.101 0.08
```

## Properties
- Kohn-Sham gap (Ha) = 0.38365
- charge = 0
- max |F| (eV/Å) = 7.3
- DFT total energy (eV) = -130903.2721

2.
This record from the Open Molecules 2025 dataset describes a molecular structure, C22H29NO3PdSb2Se in a non-equilibrium geometry. The level of theory is ωB97M-V/def2-TZVPD.

The geometry in XYZ format:
```
59
Properties=species:S:1:pos:R:3:lowdin_charge:R:1
Sb -0.644 -0.726 1.600 1.50
Sb 2.016 -0.865 -1.269 1.47
Pd -0.761 -1.241 -1.018 0.64
Se -1.932 -5.902 -1.742 0.76
O -0.762 0.914 -1.260 -0.19
O -1.934 5.432 -1.563 -0.03
O -2.776 -0.884 -1.910 -0.03
N -0.781 -3.306 -1.017 -0.07
C 2.128 -1.778 2.480 -0.29
C 1.725 -2.011 -3.073 -0.28
C -3.572 3.795 -1.673 0.08
C 3.006 -1.979 1.376 -0.30
C -1.270 3.138 -1.416 0.07
C -2.452 -1.264 2.591 -0.25
C 4.829 -1.028 2.662 -0.04
C -3.092 1.420 -1.594 -0.06
C -1.672 1.763 -1.426 -0.33
C 2.634 -1.180 3.640 -0.05
C -1.252 -4.317 -1.309 -0.89
C -3.564 0.027 -1.710 -0.36
C 0.706 -2.205 2.470 -0.26
C -2.193 4.135 -1.549 -0.28
C 2.558 -2.532 0.091 -0.28
C -0.107 1.006 2.710 -0.23
C 3.957 -0.805 3.739 -0.05
C 4.005 -0.169 -1.677 -0.24
C 4.354 -1.602 1.508 -0.05
C -0.562 5.855 -1.507 -0.02
C -5.020 -0.336 -1.608 0.03
C -3.985 2.469 -1.687 0.00
H 4.367 0.445 -0.855 0.02
H 0.332 -2.308 3.491 0.08
H -4.288 4.602 -1.771 0.14
H -2.814 -2.213 2.205 0.02
H -0.214 3.340 -1.301 0.12
H 0.931 1.269 2.521 0.02
H -5.704 0.491 -1.452 0.08
H 5.877 -0.763 2.746 0.12
H -0.110 5.568 -0.557 0.10
H 4.325 -0.358 4.655 0.12
H -0.759 1.831 2.429 0.02
H -5.124 -1.037 -0.778 0.10
H 2.253 -1.518 -3.889 0.02
H -0.251 0.762 3.764 0.04
H 2.119 -3.018 -2.937 0.03
H 0.003 5.429 -2.336 0.10
H 4.635 -1.050 -1.812 0.04
H 3.368 -3.029 -0.446 0.08
H 0.676 -2.071 -3.331 -0.01
H -0.580 6.934 -1.590 0.10
H 3.974 0.416 -2.596 0.02
H 5.032 -1.783 0.681 0.12
H -2.252 -1.349 3.661 0.04
H -5.302 -0.874 -2.514 0.11
H -5.040 2.272 -1.810 0.12
H -3.200 -0.491 2.425 0.02
H 1.674 -3.162 0.123 0.04
H 1.972 -1.034 4.488 0.12
H 0.514 -3.125 1.923 0.07
```

## Properties
- Kohn-Sham gap (alpha / beta) (Ha) = 0.12275 / 0.10642
- charge = +2
- max |F| (eV/Å) = 4.8
- DFT total energy (eV) = -112797.7832

3.
This record from the Open Molecules 2025 dataset describes C4H6N2S in the gas phase in a non-equilibrium geometry. The level of theory is ωB97M-V/def2-TZVPD.

The geometry in XYZ format:
```
13
Properties=species:S:1:pos:R:3:lowdin_charge:R:1
S 2.702 -0.595 -0.049 0.81
N 2.211 1.231 -0.047 -0.29
N 0.901 1.427 -0.074 -0.01
C -2.382 -0.395 0.058 0.01
C 0.189 0.342 -0.293 -0.38
C -1.246 0.497 -0.093 -0.15
C 0.950 -1.030 -0.049 -0.49
H -3.420 0.002 0.213 0.04
H -1.401 1.549 -0.297 0.08
H 0.592 -1.905 -0.873 0.14
H 2.716 1.748 0.618 0.05
H 0.401 -1.298 0.981 0.11
H -2.213 -1.573 -0.096 0.08
```

## Properties
- Kohn-Sham gap (Ha) = 0.30338
- charge = 0
- max |F| (eV/Å) = 4.5
- DFT total energy (eV) = -18056.7681
- structure (SMILES) = C=CC1=NNSC1

4.
This record from the Open Molecules 2025 dataset describes a molecular structure, C18H12ClIIrN3O. The level of theory is ωB97M-V/def2-TZVPD.

The geometry in XYZ format:
```
37
Properties=species:S:1:pos:R:3:mulliken_spin:R:1
Ir 0.052 0.273 0.264 0.01
I 5.298 0.106 0.333 0.13
Cl 3.887 -0.649 5.747 0.09
O 2.075 0.306 0.338 0.19
N -0.268 2.176 -0.009 0.00
N 0.268 0.103 2.212 0.05
N -2.037 0.168 0.033 0.00
C -0.687 0.062 3.145 -0.03
C -3.901 1.857 -0.014 0.00
C 0.385 4.434 -0.339 0.00
C 0.695 3.093 -0.144 0.00
C -0.377 -0.144 4.484 0.05
C 3.926 -0.033 1.828 0.08
C -1.599 2.539 -0.064 0.00
C -4.289 3.209 -0.128 0.00
C 3.376 -0.365 4.172 0.16
C 1.582 -0.020 2.584 0.12
C -2.571 1.539 0.016 0.00
C -0.933 4.835 -0.361 0.00
C 2.539 0.093 1.523 0.18
C -1.968 3.886 -0.221 0.00
C 1.955 -0.235 3.906 0.03
C -3.350 4.199 -0.244 0.00
C 4.305 -0.265 3.151 -0.07
C 0.939 -0.302 4.872 0.00
H 1.716 2.740 -0.099 0.00
H -1.180 -0.180 5.208 0.00
H -4.661 1.085 0.028 0.00
H 1.186 -0.470 5.913 0.00
H 5.355 -0.371 3.392 0.00
H -2.253 -0.273 -0.869 0.00
H -1.709 0.205 2.823 0.00
H -1.181 5.882 -0.492 0.00
H -2.543 -0.402 0.711 0.00
H -5.342 3.453 -0.147 0.00
H -3.653 5.232 -0.362 0.00
H 1.191 5.143 -0.462 0.00
```

## Properties
- Kohn-Sham gap (alpha / beta) (Ha) = 0.22147 / 0.20053
- charge = +3
- max |F| (eV/Å) = 0.2
- DFT total energy (eV) = -48812.1033
- 2S+1 = 2

5.
This record from the Open Molecules 2025 dataset describes C16H18ClN3O2 in the gas phase in a non-equilibrium geometry. The level of theory is ωB97M-V/def2-TZVPD.

The geometry in XYZ format:
```
40
Properties=species:S:1:pos:R:3:lowdin_charge:R:1
Cl 0.016 1.948 -1.514 0.72
O 3.656 0.691 0.872 -0.06
O 5.783 -1.438 -0.769 0.21
N -4.309 0.638 0.262 -0.26
N -1.683 -0.307 -0.192 -0.17
N 3.674 -1.623 -0.530 0.17
C -3.481 1.204 -0.862 -0.09
C 5.132 2.580 0.704 0.01
C -5.377 -0.366 -0.017 -0.11
C -2.470 0.098 -1.239 -0.19
C 4.720 0.221 0.137 -0.15
C -2.463 -0.544 0.996 -0.15
C 4.779 -0.974 -0.639 -0.63
C 0.494 0.476 -0.813 -0.49
C 1.910 -0.151 -0.987 -0.05
C -0.013 -1.889 0.470 0.06
C 1.378 -2.115 0.074 -0.01
C -3.697 0.253 1.496 -0.16
C -0.450 -0.633 -0.152 -0.20
C 3.889 1.998 1.483 0.04
C 2.264 -1.284 -0.536 -0.33
C 5.499 1.396 0.022 -0.05
H 2.579 0.366 -1.607 0.11
H 6.340 1.531 -0.512 0.07
H -3.140 1.322 1.696 0.17
H -6.047 -0.567 1.035 0.14
H -5.010 -1.264 -0.446 0.02
H -2.910 -1.634 0.758 0.16
H 3.812 -2.515 -1.033 0.18
H -0.604 -2.617 0.787 0.05
H 3.108 2.458 2.229 0.13
H -4.204 -0.162 2.254 0.07
H -4.236 1.508 -1.663 0.15
H -1.897 -0.882 1.777 0.08
H 5.426 3.569 0.960 0.07
H -6.185 0.163 -0.790 0.12
H 1.810 -3.058 0.595 0.14
H -1.939 0.421 -2.033 0.05
H -3.154 2.062 -0.696 0.02
H -2.999 -0.878 -1.576 0.16
```

## Properties
- Kohn-Sham gap (Ha) = 0.28776
- charge = 0
- max |F| (eV/Å) = 12.7
- DFT total energy (eV) = -37959.9042
- structure (SMILES) = CN1CCN(c2ccc(NC(=O)c3ccco3)cc2Cl)CC1

- Which formula does entry 1 have?
  C42H84O42